{
  "formula": "C3H13NO2S",
  "method": "ωB97M-V/def2-TZVPD",
  "energy_ev": -19741.93478,
  "orbital_gap_ev": 9.5,
  "lumo_energy_ev": 0.7,
  "smiles": "C[C@H](N)CS.O.O",
  "e_above_lowest_kcal_mol": 11.71,
  "species": ["C", "C", "N", "C", "S", "H", "H", "H", "H", "H", "H", "H", "H", "H", "O", "H", "H", "O", "H", "H"],
  "coordinates": [[-2.19824, -0.00382, 1.98986], [-1.24982, -0.01621, 0.75158], [0.11200, 0.51383, 1.01257], [-1.90694, 0.82043, -0.36774], [-0.99358, 0.76495, -1.93181], [-2.89421, -0.80868, 1.76802], [-1.64484, -0.20504, 2.90901], [-2.72147, 0.92384, 2.23563], [-1.08022, -1.05715, 0.48646], [0.47772, -0.05052, 1.76660], [-0.01778, 1.45453, 1.37159], [-1.79481, 1.84713, -0.01470], [-2.93946, 0.51873, -0.50354], [0.29435, 0.62861, -1.50922], [2.37953, -1.94035, -0.85418], [2.95806, -1.43829, -0.30545], [1.54331, -1.66117, -0.50206], [3.74350, 0.24563, -2.69490], [4.48184, 0.08867, -3.25503], [3.45106, -0.62512, -2.35268]],
  "forces_ev_per_angstrom": [[0.67, -0.31, -0.30], [-0.10, 0.88, 0.57], [-0.88, -0.19, -0.13], [1.79, -0.28, 0.82], [0.10, -0.39, -0.74], [-0.44, 0.07, 0.54], [0.06, -0.49, -0.09], [-0.03, 0.10, -0.67], [-0.32, -0.12, -0.36], [0.30, 0.14, 0.23], [0.35, 0.09, 0.09], [-0.69, 0.08, 0.04], [-0.05, 0.17, -0.27], [-0.70, 0.15, 0.27], [0.00, -0.46, -0.59], [1.11, 0.51, 0.63], [-1.03, 0.12, -0.06], [-1.17, -0.36, 1.09], [0.89, -0.32, -0.68], [0.15, 0.60, -0.39]],
  "nbo_charge": [-0.637, -0.048, -0.839, -0.525, -0.069, 0.215, 0.208, 0.211, 0.185, 0.354, 0.351, 0.204, 0.233, 0.157, -0.937, 0.467, 0.474, -0.955, 0.465, 0.485]
}

{
  "formula": "C18H18F4N",
  "method": "ωB97M-V/def2-TZVPD",
  "energy_ev": -31308.23259,
  "orbital_gap_ev": 5.5,
  "lumo_energy_ev": -6.8,
  "charge": 1,
  "e_above_lowest_kcal_mol": 59.07,
  "species": ["F", "C", "C", "C", "F", "C", "C", "C", "C", "C", "C", "F", "C", "C", "F", "C", "C", "H", "H", "H", "H", "H", "H", "H", "C", "C", "C", "N", "C", "C", "H", "H", "H", "H", "H", "H", "H", "H", "H", "H", "H"],
  "coordinates": [[-3.26906, 2.46778, 1.73378], [-2.97830, 1.12064, 1.76500], [-4.03959, 0.21949, 1.74018], [-3.69435, -1.13083, 1.79506], [-4.70896, -2.06202, 1.77083], [-2.38382, -1.57350, 1.90870], [-1.33584, -0.62753, 2.06201], [-0.02623, -1.10840, 2.53109], [1.28028, -0.62093, 2.06010], [2.33375, -1.56211, 1.91025], [3.64223, -1.11374, 1.79790], [4.66298, -2.03920, 1.77622], [3.98140, 0.23898, 1.74115], [2.91452, 1.13498, 1.76126], [3.19822, 2.48393, 1.72924], [1.58312, 0.74169, 1.86029], [-1.64481, 0.73453, 1.86819], [-5.07117, 0.54904, 1.66516], [-2.15759, -2.63891, 1.93899], [-0.02312, -2.19937, 2.60908], [2.11381, -2.62911, 1.94267], [5.01078, 0.57427, 1.66791], [0.80802, 1.50000, 1.85953], [-0.87463, 1.49757, 1.87534], [-0.02461, -0.78096, 7.91655], [-1.28038, -0.34715, 7.16363], [-1.26738, -0.77330, 5.68866], [-0.02479, -0.56132, 4.98753], [1.21760, -0.77312, 5.68827], [1.23098, -0.34701, 7.16339], [-0.02472, -0.34442, 8.91909], [-0.02475, -1.86971, 8.03047], [-2.17466, -0.76039, 7.64072], [-1.36560, 0.74490, 7.21056], [-1.55485, -1.84429, 5.63623], [-2.04156, -0.21426, 5.13675], [-0.02501, -0.80297, 3.95776], [1.50541, -1.84398, 5.63593], [1.99173, -0.21393, 5.13661], [1.31610, 0.74492, 7.21064], [2.12500, -0.76048, 7.64052]],
  "forces_ev_per_angstrom": [[0.42, -1.76, -0.11], [0.01, 1.16, -0.06], [0.52, -0.20, -0.02], [-0.76, -0.87, -0.19], [1.36, 1.19, -0.09], [0.03, -0.03, 0.73], [-0.16, 0.18, 0.54], [0.01, -1.07, -4.48], [0.18, 0.16, 0.53], [-0.03, -0.04, 0.73], [0.80, -0.82, -0.20], [-1.39, 1.18, -0.09], [-0.57, -0.21, -0.01], [0.02, 1.14, -0.06], [-0.41, -1.78, -0.11], [0.27, 0.33, 0.44], [-0.30, 0.32, 0.43], [0.16, -0.06, 0.05], [-0.25, 0.23, 0.16], [0.00, 0.20, 0.41], [0.25, 0.24, 0.16], [-0.15, -0.06, 0.05], [0.56, -0.08, 0.19], [-0.56, -0.08, 0.19], [0.00, -0.20, -0.28], [0.43, 0.45, 0.05], [-1.08, -1.13, -0.88], [-0.01, 2.03, 1.32], [1.09, -1.13, -0.87], [-0.43, 0.45, 0.05], [0.00, -0.10, -0.10], [0.00, 0.01, 0.04], [0.09, 0.05, -0.23], [0.03, -0.10, -0.02], [0.03, 0.20, 0.18], [0.12, -0.23, 0.26], [0.00, 0.52, 1.11], [-0.03, 0.20, 0.18], [-0.12, -0.23, 0.26], [-0.02, -0.10, -0.02], [-0.08, 0.05, -0.23]],
  "nbo_charge": [-0.303, 0.420, -0.252, 0.408, -0.301, -0.210, -0.088, 0.004, -0.089, -0.210, 0.408, -0.301, -0.251, 0.419, -0.303, -0.215, -0.221, 0.278, 0.249, 0.247, 0.249, 0.278, 0.235, 0.236, -0.406, -0.396, -0.235, -0.437, -0.235, -0.396, 0.235, 0.204, 0.236, 0.212, 0.184, 0.207, 0.302, 0.184, 0.207, 0.212, 0.236]
}